DFT (wB97M-V/def2-TZVPD) results for C23H31GeO7PRuSe as an isolated structure at a distorted geometry.

strongest force on any atom: 4.146 eV Å⁻¹
ΔE to the lowest compared entry with this formula, charge and spin: 210.7 kJ/mol
total energy: -172412.7438 eV

```
! wB97M-V def2-TZVPD RIJCOSX def2/J DEFGRID3
* xyz 1 2
Ru 0.418 -0.521 1.326
O -2.237 2.923 0.389
C -1.187 2.162 0.594
O -0.984 1.538 1.616
C -0.232 2.187 -0.579
O 0.509 0.989 -0.627
C 1.904 1.135 -0.867
C 2.694 1.376 0.479
O 3.734 1.986 0.393
O 2.117 0.868 1.510
H -2.850 2.916 1.139
H 0.424 3.053 -0.441
H -0.800 2.311 -1.502
H 2.128 1.952 -1.551
H 2.267 0.184 -1.266
O -2.651 -2.910 1.306
C -1.726 -2.488 0.645
O -1.472 -1.256 0.335
C -0.658 -3.489 0.110
P 0.897 -2.534 0.063
C 2.092 -3.408 1.111
C 2.845 -2.648 2.009
C 3.797 -3.259 2.811
C 3.993 -4.629 2.718
C 3.245 -5.390 1.828
C 2.296 -4.784 1.022
C 1.484 -2.710 -1.637
C 0.620 -2.306 -2.659
C 0.994 -2.475 -3.979
C 2.236 -3.022 -4.282
C 3.112 -3.374 -3.266
C 2.747 -3.211 -1.938
H -0.949 -3.810 -0.889
H -0.602 -4.356 0.766
H 2.713 -1.569 2.063
H 4.396 -2.667 3.490
H 4.741 -5.108 3.335
H 3.409 -6.457 1.758
H 1.720 -5.367 0.315
H -0.338 -1.865 -2.405
H 0.322 -2.179 -4.773
H 2.517 -3.172 -5.315
H 4.085 -3.779 -3.508
H 3.433 -3.482 -1.147
C 1.693 0.089 7.324
Ge 0.151 0.488 6.173
C -1.527 -0.309 6.832
C -0.082 2.397 5.782
C 0.579 -0.371 4.377
Se -1.054 -0.796 3.399
C -1.068 -2.680 3.874
H 1.514 0.482 8.324
H 2.597 0.554 6.935
H 1.847 -0.986 7.401
H -1.920 0.312 7.636
H -1.375 -1.311 7.232
H -2.277 -0.349 6.041
H -0.569 2.891 6.621
H -0.702 2.529 4.894
H 0.880 2.878 5.612
H 1.146 -1.293 4.494
H 1.152 0.361 3.802
H -1.030 -2.769 4.958
H -0.194 -3.155 3.431
H -1.975 -3.126 3.478
*
```